(1)
Entry from the OMol25 dataset: one molecule with the formula CH3ClN2O2 (ωB97M-V/def2-TZVPD).

XYZ file:
```
9
Properties=species:S:1:pos:R:3:forces:R:3
C 0.3588 -1.0384 0.4866 0.2 1.2 -2.1
N 0.2629 0.2010 -0.4301 1.3 -2.1 -1.5
Cl -0.1082 -0.2869 -2.1371 0.2 0.8 2.1
N -0.3952 1.3475 0.0073 -0.9 -0.3 -2.6
O -0.4886 1.5452 1.1688 0.5 -0.4 2.4
O -0.8172 2.0623 -0.8673 0.0 0.4 -0.4
H -0.7102 -1.2093 0.6305 0.5 -0.6 1.3
H 0.8030 -1.9015 -0.1082 -0.6 1.5 0.6
H 1.0946 -0.7199 1.2495 -1.2 -0.5 0.2
```
Forces are in eV/Å.

Values from the calculation:
**SMILES**: CN(Cl)[N+](=O)[O-]
**Energy relative to the best compared isomer or geometry (same formula, charge and spin)**: 284.03 kJ/mol
**Multiplicity**: 1
**Kohn-Sham gap**: 0.3743 Ha

Charges per atom according to Löwdin partitioning, unit e:
1. C -0.067
2. N -0.423
3. Cl 0.627
4. N -0.517
5. O 0.100
6. O 0.022
7. H 0.081
8. H 0.086
9. H 0.091

***

(2)
Entry from the OMol25 dataset: C42H33BrClN3O8RuS as an isolated structure (ωB97M-V/def2-TZVPD).

XYZ file:
```
90
Properties=species:S:1:pos:R:3:forces:R:3
Ru 0.6276 -0.0227 -0.6077 -0.5 -1.1 -0.8
O 3.3341 -0.5072 -1.8159 0.0 0.0 0.1
S 3.2479 -1.8711 -1.3346 0.1 0.0 -0.1
O 4.3442 -2.3705 -0.5334 0.0 0.0 0.0
N 1.8581 -1.9265 -0.5551 0.0 0.2 0.2
C 1.4893 -2.9840 0.2531 0.0 0.0 0.0
C 1.9434 -4.2826 0.1693 0.0 0.0 0.0
C 1.4802 -5.2748 1.0535 0.0 0.0 0.0
C 0.5816 -4.9943 2.0420 0.0 0.0 0.0
C 0.1085 -3.6698 2.1838 0.0 0.0 0.0
C -0.7730 -3.2757 3.2143 0.0 0.0 0.0
C -1.1408 -1.9677 3.3318 0.0 0.0 0.0
C -0.6543 -1.0467 2.3851 0.0 -0.1 0.0
N 0.1288 -1.3849 1.3958 0.1 0.2 0.2
C 0.5464 -2.6724 1.2875 0.0 0.0 0.0
C 3.1259 -2.9263 -2.7547 0.0 0.0 0.0
C 3.9551 -4.0328 -2.8647 0.0 0.0 0.0
C 3.8300 -4.8611 -3.9713 0.0 0.0 0.0
C 2.8813 -4.5805 -4.9459 0.0 0.0 0.0
C 2.0611 -3.4654 -4.8287 0.0 0.0 0.0
C 2.1862 -2.6264 -3.7324 0.0 0.0 0.0
H 2.6665 -4.5508 -0.5864 0.0 0.0 0.0
H 1.8552 -6.2841 0.9375 0.0 0.0 0.0
H 0.2316 -5.7601 2.7226 0.0 0.0 0.0
H -1.1350 -4.0228 3.9111 0.0 0.0 0.0
H -1.7978 -1.6304 4.1223 0.0 0.0 0.0
H -0.9350 0.0001 2.4496 0.0 0.0 0.0
H 4.6856 -4.2275 -2.0910 0.0 0.0 0.0
H 4.4717 -5.7277 -4.0695 0.0 0.0 0.0
H 2.7794 -5.2358 -5.8021 0.0 0.0 0.0
H 1.3096 -3.2382 -5.5737 0.0 0.0 0.0
H 1.5535 -1.7536 -3.6363 0.0 0.0 0.0
O -3.1804 -3.4677 -4.6738 0.0 0.0 0.0
C -2.5568 -2.8405 -3.8513 0.0 0.0 0.0
C -1.2986 -2.0274 -4.0969 0.0 0.0 0.0
O -0.7172 -1.9112 -5.1650 0.0 0.0 0.0
C -0.9509 -1.4468 -2.8098 -0.1 -0.2 -0.1
C -1.8319 -1.8638 -1.7919 -0.1 -0.1 -0.2
O -1.6986 -1.5185 -0.5892 0.3 0.2 0.2
C -2.8890 -2.7181 -2.3720 0.0 0.0 0.1
O -3.8369 -3.2219 -1.7998 0.1 0.1 -0.1
O 0.0445 -0.6662 -2.5642 0.0 0.4 -0.1
C -6.5800 4.0726 2.8428 0.0 0.0 0.0
C -5.4729 3.2870 2.1983 0.1 0.0 0.0
C -5.4622 1.8982 2.2368 0.0 0.0 0.0
C -4.4404 1.1602 1.6587 0.1 0.0 0.0
C -4.5038 -0.3473 1.7270 0.0 0.0 0.0
C -3.3750 1.8432 1.0302 -0.3 0.2 0.2
C -2.2952 1.0118 0.5115 0.1 -0.2 -0.2
O -1.1991 1.4122 0.1282 0.0 0.1 0.3
C -3.3950 3.2475 0.9415 0.1 0.0 -0.1
C -2.3612 4.0405 0.1865 0.0 0.0 0.0
C -4.4398 3.9381 1.5355 -0.1 0.0 0.0
H -7.3681 3.4164 3.2095 0.0 0.0 0.0
H -7.0231 4.7763 2.1366 0.0 0.0 0.0
H -6.2038 4.6528 3.6877 0.0 0.0 0.0
H -6.2758 1.3747 2.7259 0.0 0.0 0.0
H -5.4172 -0.6549 2.2337 0.0 0.0 0.0
H -3.6583 -0.7698 2.2725 0.0 0.0 0.0
H -4.4928 -0.8088 0.7384 0.0 0.0 0.0
H -2.4821 -0.0636 0.4647 0.0 0.0 0.0
H -1.7749 3.4184 -0.4810 -0.1 0.1 0.0
H -1.6675 4.5289 0.8763 0.0 -0.1 0.0
H -2.8535 4.8237 -0.3909 0.0 0.0 0.0
H -4.4574 5.0208 1.4592 0.0 0.0 0.0
Cl 4.2070 6.1459 1.0193 0.0 0.0 0.0
C 3.3323 4.9145 0.1382 0.0 0.0 0.0
C 1.9839 5.0846 -0.1197 0.0 0.0 0.0
C 1.2909 4.0862 -0.7865 0.0 0.0 0.0
C 1.9154 2.9038 -1.2101 0.0 0.0 0.0
C 1.1615 1.8194 -1.8263 0.0 0.3 0.0
C 3.2954 2.7874 -0.9619 0.0 0.0 0.0
C 3.9957 3.7728 -0.2908 0.0 0.0 0.0
H 1.4819 5.9881 0.2020 0.0 0.0 0.0
H 0.2323 4.2193 -0.9825 0.1 0.0 0.0
H 1.7142 1.2762 -2.5909 0.0 -0.1 0.1
H 0.1817 2.1282 -2.1912 0.0 0.0 0.0
H 3.8045 1.8856 -1.2813 0.0 0.0 0.0
H 5.0535 3.6587 -0.0908 0.0 0.0 0.0
Br 4.6201 3.1679 4.2120 0.0 0.0 0.0
C 3.5091 2.2426 2.9962 0.0 0.0 0.0
C 2.2694 2.7608 2.6677 0.0 0.0 0.0
C 1.5065 2.0623 1.7490 0.1 0.0 0.0
N 1.9148 0.9280 1.1790 0.2 0.1 0.3
C 3.1026 0.4318 1.5223 0.0 0.1 0.0
C 3.9407 1.0577 2.4306 0.0 0.0 0.0
H 1.9147 3.6898 3.0892 0.0 0.0 0.0
H 0.5364 2.4302 1.4356 0.0 0.0 0.0
H 3.4012 -0.4941 1.0483 0.0 0.0 0.0
H 4.9028 0.6301 2.6712 0.0 0.0 0.0
```
Forces are in eV/Å.

Values from the calculation:
**⟨S²⟩**: 8.769
**Energy relative to the best compared isomer or geometry (same formula, charge and spin)**: 65.12 kJ/mol
**Multiplicity**: 6
**Kohn-Sham gap (alpha / beta)**: 0.2083 / 0.2053 Ha
**Net charge**: -1

Charges per atom according to Löwdin partitioning, unit e:
1. Ru 1.558
2. O -0.335
3. S 0.572
4. O -0.315
5. N -0.216
6. C -0.251
7. C -0.009
8. C -0.073
9. C -0.055
10. C -0.152
11. C -0.009
12. C -0.054
13. C -0.146
14. N 0.044
15. C -0.154
16. C -0.274
17. C -0.084
18. C -0.089
19. C -0.082
20. C -0.052
21. C -0.033
22. H 0.093
23. H 0.103
24. H 0.104
25. H 0.115
26. H 0.101
27. H 0.102
28. H 0.105
29. H 0.097
30. H 0.099
31. H 0.099
32. H 0.093
33. O 0.108
34. C -0.266
35. C -0.304
36. O 0.059
37. C -0.294
38. C -0.314
39. O -0.060
40. C -0.287
41. O 0.080
42. O -0.186
43. C -0.048
44. C -0.255
45. C -0.008
46. C -0.182
47. C -0.021
48. C -0.087
49. C -0.173
50. O -0.072
51. C -0.179
52. C -0.034
53. C -0.014
54. H 0.073
55. H 0.082
56. H 0.083
57. H 0.113
58. H 0.079
59. H 0.072
60. H 0.098
61. H 0.081
62. H 0.052
63. H 0.093
64. H 0.087
65. H 0.123
66. Cl 0.609
67. C -0.694
68. C -0.127
69. C -0.064
70. C -0.325
71. C -0.183
72. C -0.049
73. C -0.115
74. H 0.098
75. H 0.092
76. H 0.046
77. H 0.051
78. H 0.102
79. H 0.105
80. Br 0.746
81. C -0.683
82. C -0.097
83. C -0.131
84. N -0.006
85. C -0.104
86. C -0.086
87. H 0.110
88. H 0.101
89. H 0.091
90. H 0.108

***

(3)
Entry from the OMol25 dataset: a 2-piece molecular cluster, C11H17N4 overall (ωB97M-V/def2-TZVPD).

XYZ file:
```
32
Properties=species:S:1:pos:R:3:forces:R:3
C 2.1632 -1.7437 -1.6891 1.6 2.2 0.6
C 0.5183 -2.5144 -0.0320 0.4 -3.7 2.1
N -0.0395 -3.4704 -0.8048 0.8 1.7 -1.4
N 1.4287 -1.6543 -0.4192 -0.2 0.5 -1.2
N 0.4682 -2.8229 1.2879 -0.8 0.8 1.6
H 0.2275 -3.4588 -1.7815 -0.5 -0.1 0.1
H -0.6541 -4.1957 -0.4890 0.1 0.0 0.3
H 1.4746 -0.7428 0.0524 0.0 -0.4 0.1
H 0.9614 -2.3165 2.0120 0.3 0.5 -0.7
H -0.2250 -3.3904 1.7746 -0.1 0.1 -1.1
H 2.8515 -2.6276 -1.7555 -0.9 0.7 0.1
H 2.8140 -0.7973 -1.5456 -0.6 -1.7 -0.9
H 1.5732 -1.5471 -2.5916 0.0 -0.4 0.2
C -1.2987 0.0980 2.4545 2.0 -1.6 0.0
C -0.9404 1.6343 0.4569 0.6 0.0 0.1
C -0.3789 0.9391 1.6015 -1.4 -1.1 -0.4
C 0.1039 1.9553 -0.4248 1.1 -1.5 1.1
C 0.9817 0.8961 1.4896 -0.7 1.8 -2.6
C -2.2139 2.0721 0.1610 -0.1 0.2 -1.6
C -2.3234 2.7919 -1.0539 -2.2 0.1 1.8
C -1.2844 3.1061 -1.9163 0.8 -0.7 -0.2
C -0.0051 2.5460 -1.6660 -2.0 1.4 1.1
N 1.2762 1.4474 0.1959 0.5 0.7 -0.5
H -3.1170 1.8843 0.7568 0.6 0.1 -0.2
H -3.3686 3.1569 -1.1326 1.0 0.1 -0.9
H -1.4643 3.7776 -2.7586 0.1 -0.4 0.2
H -1.5135 -0.9385 2.0657 0.3 1.0 -0.6
H -2.2899 0.4678 2.6544 0.1 0.7 0.8
H 1.8925 0.8051 2.0259 0.0 -0.8 1.2
H 2.1070 2.0258 0.0512 -0.2 -0.5 0.3
H 0.8543 2.8056 -2.2166 0.8 0.1 -0.8
H -0.5796 -0.1889 3.2369 -1.2 0.3 1.1
```
Forces are in eV/Å.

Values from the calculation:
**Energy relative to the best compared isomer or geometry (same formula, charge and spin)**: 177.16 kJ/mol
**Multiplicity**: 1
**Kohn-Sham gap**: 0.3007 Ha
**Net charge**: +1

Charges per atom according to Löwdin partitioning, unit e:
1. C -0.040
2. C -0.414
3. N 0.214
4. N 0.030
5. N 0.185
6. H 0.121
7. H 0.130
8. H 0.101
9. H 0.123
10. H 0.133
11. H 0.112
12. H 0.120
13. H 0.090
14. C -0.044
15. C -0.161
16. C -0.218
17. C -0.211
18. C -0.068
19. C -0.008
20. C -0.089
21. C -0.062
22. C -0.002
23. N 0.020
24. H 0.120
25. H 0.114
26. H 0.112
27. H 0.073
28. H 0.073
29. H 0.116
30. H 0.152
31. H 0.097
32. H 0.081

***

(4)
Entry from the OMol25 dataset: a 2-piece molecular cluster, C18H19BN2 overall (ωB97M-V/def2-TZVPD).

XYZ file:
```
40
Properties=species:S:1:pos:R:3:forces:R:3
C 2.1533 2.9031 0.4159 0.0 0.1 0.0
C 2.2440 1.4296 0.3384 1.1 0.4 0.1
N 3.4369 0.7778 0.3008 -0.9 0.8 0.0
C 3.2268 -0.5970 0.2613 -0.7 -1.2 0.0
C 1.8377 -0.8227 0.2845 0.5 -0.7 -0.2
C 1.3721 -2.1418 0.3367 0.2 0.5 0.1
C 2.2754 -3.1793 0.3021 0.2 -0.1 0.0
C 3.6495 -2.9372 0.2424 -0.2 -0.2 -0.1
C 4.1378 -1.6531 0.2353 0.0 0.9 0.0
C 1.1905 0.4806 0.3053 -1.8 -0.3 0.0
C -0.1884 0.7704 0.4044 1.8 -0.2 0.1
C -1.2680 -0.1727 0.2780 -0.5 -0.6 -0.1
C -1.2798 -1.1755 -0.7143 0.2 0.4 0.3
C -2.2592 -2.1372 -0.7432 -0.1 0.1 0.0
C -3.2794 -2.1389 0.2045 0.0 0.1 0.2
C -4.2968 -3.2265 0.2021 -0.4 -0.2 0.1
C -3.3186 -1.1216 1.1567 0.0 -0.3 -0.1
C -2.3505 -0.1478 1.1841 0.7 0.4 -0.3
H 1.1218 3.2522 0.4340 0.0 0.0 -0.2
H 2.6447 3.2622 1.3228 0.1 0.0 0.0
H 2.6442 3.3573 -0.4474 -0.1 0.1 0.0
H 4.3662 1.2049 0.3264 -0.7 0.0 -0.1
H 0.3214 -2.3396 0.4214 -0.1 -0.1 0.0
H 1.9169 -4.1965 0.3168 0.0 -0.1 0.0
H 4.3380 -3.7645 0.2016 0.1 -0.1 0.0
H 5.1931 -1.4452 0.2036 0.3 -0.1 0.0
H -0.4520 1.7755 0.6884 -0.1 0.4 0.0
H -0.4990 -1.1809 -1.4538 0.2 0.0 -0.2
H -2.2414 -2.9105 -1.4958 0.0 0.0 -0.2
H -5.0261 -3.0963 1.0031 0.1 0.0 -0.1
H -4.8397 -3.2484 -0.7438 0.0 0.0 0.0
H -3.8239 -4.2002 0.3423 0.0 0.0 -0.1
H -4.1059 -1.1220 1.8937 -0.1 0.1 0.1
H -2.3740 0.6138 1.9435 -0.1 0.2 0.1
H -1.1516 3.9067 -0.6116 0.3 -1.2 0.8
B -1.4261 4.8028 -1.3252 -1.4 0.0 1.0
H -2.4539 4.5999 -1.8656 -0.8 -0.3 -0.3
H -1.5459 5.7724 -0.6622 0.1 0.7 0.4
C -0.3601 4.9500 -2.3501 1.6 0.5 -1.4
N 0.4702 5.0957 -3.1373 0.4 -0.1 -0.3
```
Forces are in eV/Å.

Values from the calculation:
**Energy relative to the best compared isomer or geometry (same formula, charge and spin)**: 4.30 kJ/mol
**Multiplicity**: 1
**Kohn-Sham gap**: 0.1791 Ha

Charges per atom according to Löwdin partitioning, unit e:
1. C 0.030
2. C -0.158
3. N 0.182
4. C -0.175
5. C -0.095
6. C -0.011
7. C -0.063
8. C -0.073
9. C -0.009
10. C -0.070
11. C 0.155
12. C -0.191
13. C -0.035
14. C -0.025
15. C -0.252
16. C -0.041
17. C -0.020
18. C 0.010
19. H 0.077
20. H 0.104
21. H 0.113
22. H 0.192
23. H 0.095
24. H 0.108
25. H 0.108
26. H 0.112
27. H 0.116
28. H 0.129
29. H 0.124
30. H 0.081
31. H 0.092
32. H 0.091
33. H 0.117
34. H 0.123
35. H -0.045
36. B -0.535
37. H -0.011
38. H -0.011
39. C -0.376
40. N 0.036